This record from the Open Molecules 2025 dataset describes C45H52BBrIN6PRb as an isolated structure. The level of theory is the ωB97M-V functional and the def2-TZVPD basis.

```
108
Properties=species:S:1:pos:R:3:forces:R:3
Rb -0.0812 0.0536 0.0553 -0.339 -0.066 0.338
C -1.8256 0.6345 -5.4832 -0.004 -0.011 -0.040
C -1.2806 0.6825 -4.0580 0.006 -0.065 -0.025
C -0.8230 2.0979 -3.7091 0.069 0.075 0.015
C -0.1725 -0.3175 -3.8579 -0.135 0.104 0.188
C 0.7041 -0.8805 -4.7995 0.037 -0.016 -0.021
C 1.5017 -1.7215 -4.0556 0.033 -0.069 -0.059
N 1.1150 -1.6589 -2.7700 0.029 0.094 0.119
N 0.0877 -0.7843 -2.6423 0.026 -0.225 0.033
B 1.7410 -2.5337 -1.6491 0.094 -0.081 -0.112
N 2.7780 -1.8012 -0.7436 -0.088 0.126 -0.001
C 4.1048 -1.9640 -0.8703 0.045 -0.106 -0.049
C 4.7375 -1.2591 0.1311 0.027 -0.004 -0.059
C 3.6862 -0.6680 0.8470 -0.136 0.074 0.144
N 2.5148 -0.9914 0.3095 0.005 -0.251 -0.001
C 3.7323 0.1965 2.0800 0.004 -0.040 0.008
C 5.0633 0.0560 2.8126 0.038 -0.001 0.026
C 3.4511 1.6619 1.7558 0.002 0.079 -0.083
N 0.6884 -3.3247 -0.8376 -0.034 0.129 0.033
C 0.5919 -4.6641 -0.8603 0.159 -0.108 -0.017
C -0.4379 -5.0485 -0.0339 -0.014 -0.039 -0.110
C -0.9494 -3.8358 0.4550 -0.067 0.175 0.140
N -0.2615 -2.8058 -0.0243 0.034 -0.129 -0.091
C -2.1259 -3.6472 1.3748 0.039 -0.130 0.027
C -2.3082 -2.1970 1.7841 -0.118 0.136 -0.061
C -3.4087 -4.1744 0.7286 -0.016 -0.059 -0.049
H -2.7030 1.2769 -5.5764 0.000 0.006 0.024
H -2.1065 -0.3788 -5.7755 -0.010 -0.014 0.010
H -1.0802 0.9960 -6.1964 0.028 -0.009 0.006
H -2.0872 0.3964 -3.3731 0.004 0.048 -0.012
H 0.1069 2.3392 -4.2302 -0.034 0.007 -0.055
H -0.6147 2.2219 -2.6462 0.008 -0.037 -0.002
H -1.5804 2.8315 -3.9927 -0.028 -0.001 0.021
H 0.7408 -0.7063 -5.8605 0.016 -0.005 -0.029
H 2.3065 -2.3771 -4.3427 0.002 0.000 -0.057
H 2.3934 -3.3635 -2.2341 0.004 -0.009 -0.020
H 4.4942 -2.5876 -1.6571 0.062 -0.002 0.009
H 5.7943 -1.1911 0.3197 0.031 -0.003 -0.004
H 2.9402 -0.1670 2.7465 0.000 0.038 -0.023
H 5.8842 0.4443 2.2049 -0.010 -0.002 -0.031
H 5.2860 -0.9854 3.0509 -0.012 -0.016 0.002
H 5.0505 0.6260 3.7433 -0.021 0.005 0.000
H 4.2326 2.0654 1.1066 0.029 -0.015 0.012
H 3.4225 2.2674 2.6646 -0.002 -0.011 0.029
H 2.5102 1.8065 1.2232 -0.010 -0.027 0.025
H 1.2763 -5.2372 -1.4620 -0.010 -0.064 0.005
H -0.7799 -6.0480 0.1720 -0.016 -0.033 0.001
H -1.9322 -4.2460 2.2746 -0.024 0.075 0.005
H -2.5813 -1.5902 0.9188 -0.021 -0.031 -0.037
H -1.3983 -1.7861 2.2086 0.022 0.013 -0.036
H -3.1069 -2.0912 2.5223 0.020 -0.027 0.016
H -3.6067 -3.6409 -0.2036 0.006 0.024 -0.001
H -4.2645 -4.0310 1.3916 -0.002 -0.009 0.025
H -3.3331 -5.2364 0.4918 0.014 -0.010 -0.003
C -4.0562 0.8687 0.1388 0.075 -0.068 0.076
C -4.1976 1.9790 -0.8657 0.033 -0.028 -0.025
C -5.2631 1.9446 -1.7580 -0.015 -0.013 -0.017
C -5.4116 2.9078 -2.7449 -0.050 -0.014 -0.031
C -4.4804 3.9260 -2.8486 0.046 0.041 -0.006
C -3.4184 3.9816 -1.9571 0.005 -0.013 0.042
C -3.2655 3.0287 -0.9526 -0.050 0.073 0.035
P -1.7900 3.0514 0.1435 0.152 -0.157 0.042
C -2.4749 3.5588 1.7697 -0.057 0.056 -0.011
C -3.8341 3.7481 2.0078 0.038 -0.035 -0.005
C -4.3116 4.0675 3.2722 -0.037 -0.020 -0.058
C -3.4241 4.2077 4.3236 0.007 0.018 0.074
C -2.0651 4.0470 4.0943 0.010 0.006 0.013
C -1.5682 3.7343 2.8344 -0.090 0.017 -0.035
C -0.0840 3.6522 2.6309 0.154 -0.011 -0.090
C -0.7948 4.4589 -0.3194 0.032 0.046 -0.092
C -1.3111 5.7527 -0.1467 -0.139 -0.007 0.067
C -0.5995 6.8980 -0.4074 0.074 -0.030 -0.020
C 0.7325 6.7312 -0.8678 -0.009 0.112 0.018
C 1.2840 5.5020 -1.0265 0.055 -0.053 -0.014
C 0.5806 4.2628 -0.7441 0.045 0.187 -0.011
C 1.2505 3.0727 -0.8676 -0.153 -0.092 0.125
H -4.9001 0.1808 0.0776 -0.010 0.012 0.000
H -3.9888 1.2349 1.1650 -0.003 0.012 -0.007
H -3.1487 0.2872 -0.0478 -0.026 0.073 -0.044
H -5.9798 1.1345 -1.6845 -0.016 -0.006 -0.006
H -6.2456 2.8530 -3.4336 -0.009 -0.001 -0.007
H -4.5708 4.6796 -3.6207 -0.018 0.003 -0.016
H -2.6799 4.7680 -2.0414 0.006 0.017 -0.009
H -4.5323 3.6466 1.1858 -0.026 0.007 -0.003
H -5.3747 4.2050 3.4263 -0.008 0.004 0.012
H -3.7809 4.4504 5.3167 -0.005 -0.001 0.007
H -1.3634 4.1734 4.9115 0.005 0.008 0.024
H 0.4351 3.5486 3.5854 0.015 0.003 0.008
H 0.2838 4.5463 2.1230 -0.008 0.037 0.030
H 0.2160 2.8258 1.9777 -0.040 -0.011 0.005
H -2.3317 5.8432 0.2199 0.008 0.013 -0.004
H -1.0333 7.8782 -0.2651 0.001 0.012 0.000
H 1.3367 7.6048 -1.0943 -0.022 0.016 0.007
H 2.3114 5.4174 -1.3658 0.000 -0.003 -0.007
H 2.2810 3.0429 -1.1921 0.018 -0.004 -0.033
H 0.7497 2.1329 -0.7076 0.165 0.307 -0.189
Br -2.8885 -1.1169 6.4656 -0.018 0.005 0.012
C -1.5362 -2.0744 5.5530 0.020 0.061 -0.036
C -1.4326 -3.4384 5.8031 -0.002 0.058 -0.040
C -0.4728 -4.1881 5.1490 0.098 0.031 -0.087
C 0.3909 -3.5773 4.2444 -0.059 -0.082 0.084
C 0.2894 -2.2202 4.0038 -0.062 0.068 0.119
C -0.6789 -1.4512 4.6551 0.223 -0.276 0.028
I -0.7876 0.5610 4.1691 -0.106 0.170 -0.047
H -2.1123 -3.9005 6.5052 -0.007 0.002 0.005
H -0.4043 -5.2500 5.3444 0.020 -0.014 -0.018
H 1.1400 -4.1525 3.7168 -0.017 -0.026 -0.009
H 0.9532 -1.7490 3.2904 0.017 0.005 -0.030
```
Forces are in eV/Å.

## Properties
**Multiplicity**: 1
**Lowest unoccupied orbital energy**: 1.92 eV
**Total charge**: -1
**Frontier orbital gap**: 4.7 eV
**Strongest force on any atom**: 0.5 eV/Å

These are the Mulliken partial charges, in e, on atoms 1 to 99:
1. Rb 1.060
2. C -1.974
3. C 1.603
4. C -1.169
5. C -0.283
6. C -1.190
7. C -0.459
8. N 0.225
9. N 0.101
10. B 0.219
11. N -0.104
12. C -0.513
13. C -1.122
14. C -0.327
15. N 0.553
16. C 1.666
17. C -1.970
18. C -1.110
19. N -0.181
20. C -0.217
21. C -1.794
22. C -0.064
23. N 0.961
24. C 1.353
25. C -0.308
26. C -1.719
27. H 0.461
28. H 0.431
29. H 0.319
30. H -0.043
31. H 0.401
32. H -0.052
33. H 0.392
34. H 0.368
35. H 0.480
36. H -0.284
37. H 0.456
38. H 0.408
39. H -0.295
40. H 0.329
41. H 0.444
42. H 0.458
43. H 0.337
44. H 0.405
45. H 0.024
46. H 0.474
47. H 0.508
48. H 0.044
49. H -0.213
50. H -0.536
51. H 0.561
52. H 0.322
53. H 0.436
54. H 0.428
55. C -1.086
56. C 0.414
57. C -0.827
58. C -0.747
59. C -0.734
60. C -0.995
61. C 1.046
62. P 1.448
63. C 0.524
64. C -0.226
65. C -0.775
66. C -0.834
67. C -0.274
68. C -0.071
69. C -1.542
70. C 0.269
71. C 0.197
72. C -1.057
73. C -0.457
74. C -1.212
75. C 1.521
76. C -1.215
77. H 0.518
78. H 0.271
79. H -0.188
80. H 0.370
81. H 0.361
82. H 0.450
83. H 0.447
84. H 0.455
85. H 0.444
86. H 0.369
87. H 0.418
88. H 0.472
89. H 0.377
90. H 0.150
91. H 0.407
92. H 0.405
93. H 0.352
94. H 0.345
95. H 0.102
96. H -1.256
97. Br -0.191
98. C 0.205
99. C -0.554